[1]
Density functional theory data (the ωB97M-V functional and the def2-TZVPD basis) for a structure of composition C45H48O2OsP2SSi at a distorted geometry.

ORCA input file:
```
! wB97M-V def2-TZVPD RIJCOSX def2/J DEFGRID3
* xyz 2 1
Os 0.67416 0.34715 -0.38042
C 0.38830 3.32237 1.54889
Si -0.33214 1.62052 1.30173
C -2.14175 1.82563 0.78131
C -3.10787 2.38743 1.62256
C -4.41909 2.55155 1.20634
C -4.79561 2.17005 -0.07737
C -3.85571 1.63511 -0.94011
C -2.54047 1.45944 -0.50848
P -1.24795 0.86543 -1.63293
C -1.76370 -0.50179 -2.70248
C -2.79765 -0.30465 -3.62090
C -3.16898 -1.32568 -4.47963
C -2.49495 -2.54018 -4.45148
C -1.44168 -2.72915 -3.56906
C -1.07517 -1.71531 -2.69516
C -0.93341 2.22607 -2.77408
C -0.44257 1.95704 -4.05309
C -0.22702 2.99923 -4.93869
C -0.48564 4.30831 -4.54897
C -0.96299 4.57783 -3.27409
C -1.19062 3.53922 -2.38371
C -0.20447 0.67337 2.93030
C -0.77770 1.12155 4.12211
C -0.62535 0.41363 5.30517
C 0.13191 -0.75099 5.32840
C 0.73180 -1.20501 4.16484
C 0.54804 -0.50433 2.97172
P 1.36732 -1.00742 1.44501
C 1.23018 -2.80745 1.24986
C 0.43538 -3.58159 2.09186
C 0.37075 -4.95759 1.92529
C 1.07219 -5.57013 0.89765
C 1.84773 -4.80290 0.03898
C 1.93295 -3.43154 0.21811
C 3.13481 -0.65333 1.65571
C 4.00944 -0.89005 0.59316
C 5.37088 -0.68731 0.74537
C 5.87036 -0.22797 1.95609
C 5.00571 0.03330 3.00937
C 3.64286 -0.17782 2.86465
H -0.21158 3.87690 2.27651
H 0.38929 3.89235 0.61725
H 1.40951 3.27148 1.92891
H -2.83706 2.70555 2.62251
H -5.14986 2.98456 1.87687
H -5.81682 2.30412 -0.40799
H -4.15669 1.36024 -1.94108
H -3.29319 0.65394 -3.69945
H -3.97303 -1.16650 -5.18543
H -2.78028 -3.33106 -5.13233
H -0.89680 -3.66420 -3.56409
H -0.25461 -1.87268 -2.00598
H -0.24857 0.93764 -4.36417
H 0.13809 2.79138 -5.93566
H -0.32177 5.11967 -5.24567
H -1.17244 5.59649 -2.97613
H -1.58415 3.75307 -1.39727
H -1.34295 2.04598 4.14108
H -1.08210 0.77815 6.21603
H 0.26862 -1.29448 6.25377
H 1.34892 -2.09485 4.19426
H -0.12744 -3.11834 2.89046
H -0.22594 -5.55417 2.60360
H 1.02170 -6.64331 0.77048
H 2.40012 -5.27487 -0.76247
H 2.55753 -2.85734 -0.45080
H 3.62884 -1.22048 -0.36523
H 6.04246 -0.87908 -0.08147
H 6.93327 -0.06728 2.07696
H 5.39309 0.39974 3.95043
H 2.98229 0.03721 3.69323
O -0.90713 -1.17148 0.30362
S -2.42071 -1.47481 0.29907
C -2.96039 -1.56567 2.01709
C -3.93172 -2.73888 2.01676
C -3.22015 -3.87353 1.27499
C -2.55815 -3.27004 0.03157
H -3.39451 -0.60647 2.29206
H -2.07196 -1.75506 2.62346
H -4.85695 -2.46431 1.50424
H -4.19866 -3.01556 3.03546
H -3.91048 -4.66735 0.99670
H -2.45746 -4.31235 1.91920
H -3.15193 -3.39102 -0.87371
H -1.54743 -3.62933 -0.15734
C 2.45860 3.35885 -2.43986
C 3.01015 2.26548 -1.54101
C 3.53371 2.84149 -0.23608
C 4.03317 1.41709 -2.27109
O 1.87641 1.38393 -1.22641
H 3.25487 4.06897 -2.66525
H 1.65232 3.89524 -1.93976
H 2.08713 2.94702 -3.37643
H 4.48410 3.34314 -0.42175
H 3.70504 2.05672 0.50064
H 2.83621 3.57207 0.17077
H 4.83897 2.06025 -2.62617
H 3.57799 0.93051 -3.13375
H 4.46821 0.66323 -1.61799
*
```

Values from the calculation:
- Energy: -91285.468 eV
- LUMO level (alpha / beta): -6.4 / -6.4 eV
- E_HOMO (alpha / beta): -13.4 / -13.4 eV
- HOMO-LUMO gap (alpha / beta): 7.00 / 7.00 eV

Atom charges from the Mulliken analysis, given in e for atoms 1 to 8: Os 1.033; C -1.434; Si 1.423; C 1.460; C -1.008; C -0.840; C -1.088; C -1.002



[2]
Density functional theory data (the ωB97M-V functional and the def2-TZVPD basis) for the molecule C4H10N2O at a distorted geometry.

ORCA input file:
```
! wB97M-V def2-TZVPD RIJCOSX def2/J DEFGRID3
* xyz 0 1
C 1.90641 0.78233 0.18732
C 0.50925 0.66577 0.80981
C -0.68001 0.46986 -0.11233
C -0.73756 -0.83245 -0.90048
N 0.13168 -1.83831 -0.50467
O -1.72077 -1.07089 -1.56189
N 0.23052 1.77165 1.74263
H 2.58648 0.02551 0.59549
H 1.93884 0.47812 -0.86844
H 2.40047 1.73585 0.35979
H 0.60273 -0.25547 1.38303
H -0.87683 1.36230 -0.71386
H -1.56055 0.39188 0.52552
H -0.25393 -2.76205 -0.42038
H 1.12596 -1.74624 -0.60459
H -0.75791 1.96756 1.71060
H 0.49598 1.59854 2.70028
*
```

Values from the calculation:
- Energy: -9337.644 eV
- SMILES string: C[C@@H](N)CC(N)=O
- LUMO level: 0.8 eV
- E_HOMO: -9.3 eV
- HOMO-LUMO gap: 10.08 eV

Atom charges from the Mulliken analysis, given in e for atoms 1 to 8: C -1.469; C 0.641; C -0.647; C 0.320; N -0.341; O -0.550; N -0.727; H 0.304



[3]
Density functional theory data (the ωB97M-V functional and the def2-TZVPD basis) for a structure of composition C36H33CoF2N6O3.

ORCA input file:
```
! wB97M-V def2-TZVPD RIJCOSX def2/J DEFGRID3
* xyz 0 5
Co -0.49086 0.55244 -0.76264
C 3.05535 -0.85634 -2.27578
C 1.98358 -1.86626 -2.57297
C 2.31684 -3.21191 -2.68799
C 1.36204 -4.15933 -3.01680
C 0.06524 -3.74871 -3.28029
C -0.29911 -2.40865 -3.19862
C -1.68368 -1.99616 -3.61176
C 0.65994 -1.46522 -2.79362
N 0.26912 -0.11588 -2.56563
C -0.10002 0.58116 -3.65688
O 0.04538 0.28584 -4.83999
C -0.82467 1.87651 -3.32632
C -1.24528 2.80985 -4.25840
C -1.94151 3.91925 -3.79075
C -2.20168 4.08588 -2.43597
C -1.74515 3.10896 -1.56508
N -1.09148 2.05823 -2.04053
C -1.89532 3.15496 -0.05278
O -2.43350 4.14493 0.44851
N -1.38260 2.07600 0.54447
C -1.33918 2.09345 1.96024
C -0.40659 2.89402 2.64415
C 0.38494 3.95037 1.93055
C -0.27882 2.76007 4.02302
C -1.09201 1.89989 4.74539
C -2.07879 1.19009 4.07950
C -2.22190 1.28979 2.69789
C -3.40322 0.65505 2.02555
H 4.01278 -1.34962 -2.10173
H 2.81546 -0.25576 -1.40294
H 3.17533 -0.16054 -3.10921
H 3.34627 -3.51209 -2.52371
H 1.63202 -5.20476 -3.09816
H -0.68231 -4.47502 -3.57957
H -2.36860 -2.84365 -3.56499
H -1.66655 -1.61434 -4.63418
H -2.07551 -1.19175 -2.98694
H -1.02985 2.64812 -5.30466
H -2.28608 4.66643 -4.49510
H -2.73302 4.93895 -2.03924
H 0.72404 3.61475 0.95336
H 1.25029 4.25522 2.51949
H -0.25040 4.81983 1.75115
H 0.46184 3.36129 4.53792
H -0.98012 1.81265 5.81866
H -2.77209 0.56833 4.63575
H -3.85680 -0.11127 2.65682
H -3.13775 0.22781 1.06347
H -4.16357 1.41047 1.81024
F -3.48026 -4.21564 0.38047
C -2.52291 -3.32454 0.63063
C -2.57357 -2.17642 -0.18560
C -1.67830 -1.16431 -0.27655
C -0.01810 -1.77699 1.56411
C -0.68502 -2.80659 2.19732
F -0.21810 -3.20323 3.39697
C -1.73380 -3.60522 1.71556
C 1.91530 0.01518 1.35221
C 3.21496 0.30780 1.76479
C 3.88210 1.38106 1.21171
C 3.24052 2.15528 0.25885
C 1.95274 1.81209 -0.08574
N 1.29453 0.77106 0.44514
H -3.47755 -2.04909 -0.77090
H -1.96546 -4.49253 2.29012
H 3.67265 -0.31139 2.51902
H 4.89190 1.61099 1.52570
H 3.71793 3.00595 -0.20603
H 1.40588 2.37575 -0.83318
C 2.55558 -2.91568 1.01574
N 2.25939 -2.21040 2.25627
C 1.26492 -1.14924 2.14404
N 1.02847 -0.59869 3.46400
O -0.38351 -1.39764 0.36607
H 3.36419 -3.62200 1.19599
H 2.89684 -2.20391 0.26404
H 1.71022 -3.46515 0.57971
H 2.01405 -2.84221 3.00601
H 0.63792 -1.27863 4.10298
H 0.41406 0.21098 3.43766
*
```

Values from the calculation:
- Energy: -96011.060 eV
- LUMO level (alpha / beta): -1.4 / -2.8 eV
- E_HOMO (alpha / beta): -7.7 / -8.0 eV
- HOMO-LUMO gap (alpha / beta): 6.26 / 5.11 eV

Atom charges from the Mulliken analysis, given in e for atoms 1 to 8: Co 1.844; C -1.232; C 0.759; C -0.768; C -0.935; C -0.908; C 1.994; C -1.739